The molecule C6H12Si. Source: the OMol25 dataset; level of theory: ωB97M-V/def2-TZVPD.

HOMO energy (spin up / spin down): -8.111 / -8.759 eV
molecular weight: 112.2 g/mol
ΔE to the lowest compared entry with this formula, charge and spin: 131.36 kcal per mole
energy: -14288.46939 eV
E_LUMO (spin up / spin down): -0.55 / -0.22 eV

ORCA input file:
```
! wB97M-V def2-TZVPD RIJCOSX def2/J DEFGRID3
* xyz 0 1
C 1.016 0.962 -1.752
C -0.475 -0.883 0.669
C 2.234 0.513 -2.087
C -0.575 -0.396 2.067
C 0.139 -2.270 0.485
C -0.994 2.112 -0.181
Si -0.441 0.309 -0.798
H 2.602 1.200 -2.781
H 2.602 -0.495 -1.872
H -1.596 -0.641 2.352
H 0.226 -0.938 2.737
H -0.643 0.641 2.043
H 0.161 -2.685 -0.542
H 1.309 -2.179 0.860
H -0.407 -3.096 0.949
H -0.350 2.906 -0.455
H -1.953 2.453 -0.688
H -1.262 2.252 0.828
H -1.594 0.235 -1.833
*
```



A structure of composition C6H13AuO3. Source: the OMol25 dataset; level of theory: ωB97M-V/def2-TZVPD.

HOMO energy (spin up / spin down): -16.883 / -19.424 eV
molecular weight: 330.1 g/mol
ΔE to the lowest compared entry with this formula, charge and spin: 86.35 kcal per mole
energy: -16237.77886 eV
E_LUMO (spin up / spin down): -10.39 / -12.29 eV

ORCA input file:
```
! wB97M-V def2-TZVPD RIJCOSX def2/J DEFGRID3
* xyz 2 3
C -1.765 1.833 1.945
O -0.831 1.425 0.959
C 0.419 0.899 1.446
C 1.248 0.624 0.214
O 2.128 -0.462 0.381
C 2.350 -1.012 -0.904
C 1.004 -1.569 -1.340
O 0.040 -0.656 -0.828
H -2.686 2.107 1.420
H -1.965 1.002 2.636
H -1.363 2.698 2.492
H 0.222 -0.017 2.023
H 0.882 1.692 2.052
H 1.940 1.476 0.075
H 3.069 -1.833 -0.797
H 2.688 -0.262 -1.637
H 0.746 -2.481 -0.784
H 0.942 -1.704 -2.426
Au -0.760 1.005 -0.939
C -1.818 -1.032 -1.429
H -2.023 -1.650 -0.543
H -2.826 -0.618 -1.591
H -1.641 -1.465 -2.426
*
```



A structure of composition C6H13B3NO6. Source: the OMol25 dataset; level of theory: ωB97M-V/def2-TZVPD.

HOMO energy: -4.267 eV
molecular weight: 227.6 g/mol
ΔE to the lowest compared entry with this formula, charge and spin: 0.00 kcal per mole
energy: -22246.40221 eV
E_LUMO: 2.86 eV

ORCA input file:
```
! wB97M-V def2-TZVPD RIJCOSX def2/J DEFGRID3
* xyz -1 1
C 5.074 -0.256 -0.385
C 4.585 0.864 -1.296
N 3.821 1.867 -0.540
B 2.380 1.724 -0.654
O 1.606 2.852 -0.453
B 0.290 2.575 -0.767
O -0.252 1.451 -0.212
B 0.456 0.354 -0.716
C -0.330 -1.015 -1.005
O -1.564 -1.038 -0.753
O 0.364 -1.942 -1.484
O 1.811 0.515 -0.981
H 5.759 0.185 0.330
H 4.219 -0.650 0.146
H 5.614 -1.023 -0.921
H 5.465 1.369 -1.678
H 4.018 0.475 -2.124
H 4.108 1.879 0.427
H -0.309 3.226 -1.563
C -5.056 -2.542 1.786
C -5.047 -1.036 1.903
O -5.697 -0.471 2.758
C -4.194 -0.296 0.914
H -5.705 -2.963 2.553
H -5.426 -2.836 0.803
H -4.046 -2.930 1.916
H -4.528 -0.508 -0.102
H -3.150 -0.604 1.002
H -4.267 0.774 1.097
*
```



A structure of composition C6H13BBeCl15. Source: the OMol25 dataset; level of theory: ωB97M-V/def2-TZVPD.

HOMO energy: -12.501 eV
molecular weight: 636.8 g/mol
energy: -195327.50023 eV
E_LUMO: -10.77 eV

ORCA input file:
```
! wB97M-V def2-TZVPD RIJCOSX def2/J DEFGRID3
* xyz 1 1
Be -2.509 -0.958 3.375
B -0.280 0.480 0.922
H -0.987 1.096 1.456
H 0.400 1.043 0.302
H 0.300 -0.110 1.614
H -0.929 -0.203 0.396
C 1.717 3.985 5.536
Cl 0.456 2.721 5.681
Cl 3.219 3.341 6.233
Cl 1.153 5.468 6.340
H 1.856 4.207 4.478
C -2.635 1.634 -4.197
Cl -1.028 0.866 -4.667
Cl -4.108 0.791 -4.687
Cl -2.677 3.308 -4.863
H -2.628 1.639 -3.107
C -0.685 -4.446 -1.607
Cl 1.017 -4.730 -2.001
Cl -0.990 -4.734 0.112
Cl -1.791 -5.462 -2.621
H -0.980 -3.402 -1.709
C 4.491 -0.158 2.285
Cl 6.073 0.470 2.793
Cl 4.703 -1.825 1.699
H 3.830 -0.137 3.152
H 4.021 0.440 1.504
C -7.218 -1.625 -0.655
Cl -5.940 -0.567 -0.205
Cl -6.774 -3.298 -0.473
H -8.089 -1.422 -0.033
H -7.479 -1.457 -1.700
C 4.731 0.579 -3.071
Cl 5.367 2.231 -3.191
Cl 6.030 -0.543 -2.792
H 4.039 0.420 -2.245
H 4.322 0.356 -4.056
*
```



A cluster of 2 separate species, C6H13BO2 in total. Source: the OMol25 dataset; level of theory: ωB97M-V/def2-TZVPD.

HOMO energy: -9.846 eV
molecular weight: 128.0 g/mol
ΔE to the lowest compared entry with this formula, charge and spin: 16.41 kcal per mole
energy: -11204.47373 eV
E_LUMO: 0.15 eV

ORCA input file:
```
! wB97M-V def2-TZVPD RIJCOSX def2/J DEFGRID3
* xyz 0 1
B 4.457 0.565 -0.177
C 0.618 1.089 -1.312
C 0.172 -0.147 -1.096
C -1.893 -1.099 -0.454
C -1.044 0.698 1.080
C 0.171 -1.624 0.887
C -0.632 -0.507 0.089
O 5.202 0.538 -1.136
O 3.795 0.723 0.943
H 0.433 1.778 -0.557
H 1.421 1.343 -2.129
H -1.621 -1.965 -1.123
H -2.700 -0.428 -0.864
H -2.575 -1.546 0.311
H -1.966 0.441 1.461
H -0.133 0.917 1.696
H -1.167 1.572 0.509
H -0.338 -1.835 1.769
H 1.088 -1.025 1.199
H 0.251 -2.474 0.263
H 0.395 -0.808 -1.909
H 3.296 -0.035 1.244
*
```



The ion C6H13BrN with charge +1. Source: the OMol25 dataset; level of theory: ωB97M-V/def2-TZVPD.

HOMO energy: -13.588 eV
molecular weight: 179.1 g/mol
ΔE to the lowest compared entry with this formula, charge and spin: 17.01 kcal per mole
energy: -77956.97034 eV
E_LUMO: -3.21 eV

ORCA input file:
```
! wB97M-V def2-TZVPD RIJCOSX def2/J DEFGRID3
* xyz 1 1
C 1.607 -1.460 1.461
C 1.312 -0.422 0.617
C 2.185 0.828 0.622
C -0.928 0.502 -2.315
C -1.803 0.169 -0.028
C 0.403 -0.704 -0.529
N -0.599 0.344 -0.900
Br 1.565 -0.878 -2.061
H 0.999 -2.436 1.388
H 2.412 -1.327 2.089
H 2.972 0.914 -0.183
H 2.564 0.980 1.628
H 1.546 1.653 0.486
H -1.327 -0.435 -2.686
H -1.787 1.135 -2.332
H -0.035 0.866 -2.936
H -1.434 -0.332 0.851
H -2.567 1.009 0.084
H -2.440 -0.603 -0.419
H -0.142 -1.691 -0.378
H -0.146 1.289 -0.633
*
```



A structure of composition C6H13Cl10OY. Source: the OMol25 dataset; level of theory: ωB97M-V/def2-TZVPD.

HOMO energy (spin up / spin down): -11.698 / -12.868 eV
molecular weight: 544.6 g/mol
energy: -134737.94113 eV
E_LUMO (spin up / spin down): -5.17 / -5.72 eV

ORCA input file:
```
! wB97M-V def2-TZVPD RIJCOSX def2/J DEFGRID3
* xyz 1 2
Y -0.313 -0.404 5.264
C 0.726 -1.110 1.820
O 0.107 -1.056 3.075
H 1.051 -2.121 1.574
H 0.125 -0.899 0.935
H 1.629 -0.509 1.720
C 3.231 2.454 0.678
Cl 3.931 0.868 1.059
Cl 2.570 3.158 2.102
H 4.024 3.118 0.332
H 2.430 2.305 -0.046
C -3.815 -1.734 -0.179
Cl -2.562 -0.442 -0.208
Cl -5.354 -0.897 0.064
H -3.834 -2.228 -1.150
H -3.605 -2.383 0.671
C -1.198 2.433 1.112
Cl -0.934 2.361 2.904
Cl -0.537 3.977 0.506
H -0.672 1.668 0.540
H -2.280 2.438 0.978
C 0.633 0.973 -3.070
Cl 1.168 0.351 -1.523
Cl -0.285 2.545 -2.819
H 1.524 1.168 -3.666
H -0.021 0.232 -3.529
C 0.512 -3.153 -1.695
Cl 1.155 -2.789 -3.346
Cl -0.810 -4.337 -1.877
H 1.270 -3.677 -1.111
H 0.135 -2.311 -1.114
*
```



A structure of composition C6H13CuFINO2S2. Source: the OMol25 dataset; level of theory: ωB97M-V/def2-TZVPD.

HOMO energy (spin up / spin down): -16.223 / -16.221 eV
molecular weight: 404.8 g/mol
energy: -89125.36515 eV
E_LUMO (spin up / spin down): -9.05 / -11.08 eV

ORCA input file:
```
! wB97M-V def2-TZVPD RIJCOSX def2/J DEFGRID3
* xyz 2 2
C -3.476 0.436 -2.641
C -2.267 0.313 -1.663
S -1.601 -1.347 -1.634
C -0.109 -1.235 -0.557
N -0.136 -0.003 0.232
C 1.183 0.705 0.297
I 1.536 1.713 -1.577
C 2.371 -0.161 0.739
C 3.517 0.743 1.229
S -0.860 -0.188 1.723
O -1.259 -1.560 2.008
O -1.912 0.702 1.852
F 0.172 0.194 2.817
H -3.812 -0.548 -2.959
H -3.150 1.033 -3.487
H -4.257 0.981 -2.121
H -1.504 1.055 -1.914
H -2.642 0.486 -0.644
H 0.741 -1.160 -1.245
H 0.033 -2.149 0.015
H 1.067 1.509 1.018
H 2.017 -0.809 1.552
H 2.688 -0.780 -0.102
H 3.146 1.734 1.492
H 4.245 0.873 0.434
H 3.998 0.345 2.119
Cu 0.268 -2.887 3.015
*
```



A structure of composition C6H13EuMgO5. Source: the OMol25 dataset; level of theory: ωB97M-V/def2-TZVPD.

HOMO energy (spin up / spin down): -13.362 / -17.280 eV
molecular weight: 341.4 g/mol
ΔE to the lowest compared entry with this formula, charge and spin: 0.00 kcal per mole
energy: -41428.22674 eV
E_LUMO (spin up / spin down): -7.15 / -7.93 eV

ORCA input file:
```
! wB97M-V def2-TZVPD RIJCOSX def2/J DEFGRID3
* xyz 2 9
O -0.314 0.970 0.418
C 0.477 1.973 1.037
C 1.908 1.916 0.530
O 1.866 1.825 -0.900
C 3.147 1.924 -1.522
Mg 0.312 0.684 -1.535
H 0.474 1.858 2.130
H 0.027 2.945 0.791
H 2.445 1.036 0.918
H 2.454 2.825 0.822
H 3.034 1.610 -2.564
H 3.490 2.966 -1.484
H 3.865 1.271 -1.005
O 0.318 -1.116 -0.431
C -0.048 -0.646 0.747
O -1.208 -1.108 1.287
C -1.635 -2.404 0.963
O -2.180 -2.448 -0.342
C -3.517 -1.924 -0.458
Eu -0.924 -2.349 -2.098
H 0.762 -0.619 1.491
H -2.418 -2.664 1.683
H -0.801 -3.112 1.024
H -3.790 -1.970 -1.517
H -4.197 -2.559 0.122
H -3.546 -0.884 -0.107
*
```



A cluster of 2 separate species, C6H13FNS2 in total. Source: the OMol25 dataset; level of theory: ωB97M-V/def2-TZVPD.

HOMO energy: -13.388 eV
molecular weight: 182.3 g/mol
ΔE to the lowest compared entry with this formula, charge and spin: 11.30 kcal per mole
energy: -32302.65400 eV
E_LUMO: -4.63 eV

ORCA input file:
```
! wB97M-V def2-TZVPD RIJCOSX def2/J DEFGRID3
* xyz 1 1
C -1.325 1.697 -0.288
C -2.347 0.964 0.581
C -1.193 1.034 -1.666
C -0.507 -1.139 -0.178
C 0.340 -2.403 0.054
C 2.654 1.266 1.466
N 1.035 -2.895 -1.050
F 1.661 0.929 0.570
S -1.929 -0.759 0.700
S -0.019 -0.325 -1.548
H -1.557 2.723 -0.436
H -0.480 1.718 0.297
H -2.273 1.430 1.587
H -3.392 1.064 0.258
H -2.123 0.546 -1.839
H -0.784 1.818 -2.251
H -0.323 -3.074 0.587
H 1.087 -1.992 0.799
H 3.081 0.351 1.896
H 3.502 1.695 0.963
H 2.068 -3.070 -1.261
H 2.323 2.045 2.175
H 0.499 -3.623 -1.415
*
```



The molecule C6H13IN2. Source: the OMol25 dataset; level of theory: ωB97M-V/def2-TZVPD.

HOMO energy: -7.790 eV
molecular weight: 240.1 g/mol
ΔE to the lowest compared entry with this formula, charge and spin: 8.29 kcal per mole
energy: -17510.53856 eV
E_LUMO: 0.56 eV

ORCA input file:
```
! wB97M-V def2-TZVPD RIJCOSX def2/J DEFGRID3
* xyz 0 1
C 0.138 1.886 -1.145
C 1.240 1.581 -0.175
C -1.095 0.980 -0.668
C 1.585 0.067 -0.234
C -1.319 -2.074 1.156
C 0.006 -1.395 1.417
N -0.612 -0.385 -0.901
N 0.455 -0.824 -0.148
I -0.258 0.081 2.965
H -0.005 2.915 -0.919
H 0.415 1.680 -2.235
H 2.160 2.040 -0.622
H 0.947 1.893 0.943
H -1.395 1.280 0.389
H -1.984 1.021 -1.351
H 1.881 -0.143 -1.271
H 2.240 -0.214 0.613
H -1.932 -1.290 0.749
H -1.610 -2.613 1.981
H -1.093 -2.986 0.514
H 0.842 -2.101 1.689
H -1.481 -1.009 -0.811
*
```